118
Properties=species:S:1:pos:R:3:forces:R:3 method="wB97M-V/def2-TZVPD" charge=-1 total_energy_ha=-3025.9097 homo_ev=-2.5 spin_multiplicity=1 e_lumo_ev=2.32
P 0.340526 -0.978469 -0.151242 0.35 -1.08 -2.32
F -0.054814 0.544201 0.269108 -1.71 -4.24 -5.92
F -1.178244 -1.314099 -0.581762 5.33 -1.58 -3.76
F 0.662916 -0.549969 -1.701722 -1.84 3.22 5.60
F 0.827836 -2.492489 -0.448482 -1.95 1.07 1.02
F 1.855086 -0.655609 0.373768 -12.99 -11.03 -6.56
F -0.141814 -1.532099 1.320628 6.51 -1.22 -5.30
C 2.211636 2.972841 -0.223032 1.94 3.21 -2.12
C 1.360926 1.894271 -0.839242 1.99 -0.90 -3.17
C 1.783656 1.852001 -2.301112 0.45 0.78 -0.36
O 2.928566 2.612341 -2.395202 2.01 1.56 -0.24
C 2.792606 3.696841 -1.453022 0.57 -1.33 -0.39
H 3.031656 2.609351 0.396278 -0.24 -0.26 -0.14
H 1.654996 3.680031 0.391898 0.44 0.37 -0.53
H 0.284636 2.065941 -0.854342 0.75 0.48 0.06
H 1.478476 0.953171 -0.302022 1.08 2.32 -1.80
H 1.003086 2.360071 -2.867382 0.75 0.27 -0.23
H 1.993076 0.893381 -2.775762 -0.02 0.14 0.28
H 2.154866 4.464321 -1.891592 -0.39 0.14 0.11
H 3.784016 4.124931 -1.304852 0.00 -0.01 0.03
C 3.171276 -4.385379 1.857338 -0.04 -0.02 0.11
C 2.520596 -3.102909 1.310578 0.76 0.32 -2.00
C 3.148156 -2.974189 -0.066572 -0.08 -1.03 0.12
O 4.480086 -3.382159 0.152838 1.36 0.00 -0.11
C 4.499746 -4.504039 1.048288 -1.14 0.36 -0.33
H 2.489436 -5.225699 1.726718 0.10 -0.12 -0.35
H 3.394896 -4.398919 2.924068 -0.07 0.41 0.09
H 2.744256 -2.161459 1.812318 1.11 -0.81 -0.18
H 1.437276 -3.050159 1.202268 1.05 -1.39 0.10
H 3.047356 -1.994709 -0.534062 1.10 -0.53 0.51
H 2.623926 -3.599339 -0.789392 0.32 -0.79 -0.02
H 5.357406 -4.527999 1.720558 0.20 0.68 -0.18
H 4.592226 -5.410309 0.449768 -0.37 -0.27 -0.05
C -1.684614 2.102781 -3.693862 -1.44 0.81 -0.48
C -0.773254 1.341601 -2.853452 0.87 0.27 2.33
C -1.598814 0.170171 -2.285902 -0.35 1.37 -2.22
O -2.330724 -0.143439 -3.453802 -3.02 0.26 -1.00
C -2.672914 1.038201 -4.179272 -0.25 0.73 0.30
H -1.199044 2.592061 -4.538222 0.03 0.21 0.10
H -2.135084 2.832911 -3.021492 -0.54 0.34 -0.53
H -0.324714 1.986141 -2.097482 -1.48 -0.43 -0.49
H 0.089056 1.048141 -3.452112 -1.96 0.96 1.40
H -2.269704 0.377241 -1.452172 0.80 0.84 -1.24
H -1.065484 -0.754469 -2.065202 -1.32 1.79 -1.11
H -3.700214 1.392301 -4.093392 -0.31 -0.39 0.59
H -2.544824 0.894671 -5.252162 -0.32 -0.11 0.11
C 3.712196 0.239381 -0.420712 0.26 1.48 0.74
O 3.207286 0.349561 0.914838 9.70 5.43 2.21
H 2.994486 -0.304089 -1.035252 1.14 0.26 -0.38
H 3.769946 1.248591 -0.828462 0.21 -0.14 -0.23
H 4.727666 -0.150259 -0.492052 -0.13 -0.52 0.31
H 2.327276 -0.029099 0.976488 3.68 4.48 4.44
C -1.737964 -3.515689 0.643468 -0.22 0.23 -1.02
O -1.954814 -2.213089 1.153498 -4.42 -16.19 -10.53
H -0.799034 -3.939279 0.999948 0.25 -0.27 0.32
H -2.561214 -4.190199 0.878838 -0.08 0.16 0.29
H -1.650954 -3.496029 -0.442882 0.03 -0.60 -0.84
H -1.207604 -1.694419 0.846478 -4.20 -3.44 0.81
C -3.449464 -0.731469 -0.117082 -0.62 -0.71 -1.11
O -3.766644 -0.841609 1.247418 -2.93 0.55 -2.25
H -2.670844 -1.453319 -0.363622 -2.81 -0.06 0.57
H -4.198124 -0.933269 -0.883172 -0.99 0.28 0.26
H -2.903144 0.155601 -0.437622 -1.55 0.55 1.61
H -4.441924 -0.187459 1.441578 -0.16 0.13 0.19
C 1.217326 -1.795839 2.969018 2.63 0.80 2.62
O 0.326556 -1.807749 4.011278 4.43 -3.52 2.66
H 0.736946 -1.228779 2.171658 3.67 -0.22 3.35
H 2.181516 -1.352179 3.217208 0.31 0.28 0.73
H 1.492806 -2.827419 2.749788 -1.49 0.80 1.10
H 0.120436 -0.935179 4.354418 3.67 0.43 1.46
C 1.677666 -1.924449 -2.717142 1.38 -3.08 -1.74
O 1.027166 -1.861439 -3.954712 0.18 0.36 -2.33
C 0.173466 -0.734829 -4.146352 0.43 -1.39 0.02
C -0.575224 -0.671039 -5.458772 0.94 -0.22 -0.37
O 0.244296 -0.103569 -6.500052 0.42 -0.24 -0.65
C -0.240164 -0.289939 -7.845512 -0.44 0.14 1.73
H 2.438626 -2.703309 -2.766212 0.28 -0.15 -0.67
H 0.954416 -2.291209 -1.988792 1.47 -0.26 -2.15
H 2.163106 -0.986929 -2.446042 0.73 -0.92 -0.67
H 0.640236 0.234821 -3.973182 1.75 -1.95 -1.42
H -0.562084 -0.781909 -3.343322 1.04 -0.63 -1.87
H -1.455964 -0.043539 -5.322252 0.89 -0.91 -0.46
H -0.863424 -1.699169 -5.677832 -0.21 -0.16 -0.40
H 0.505566 0.003971 -8.584162 0.20 -0.19 0.33
H -1.111834 0.350551 -7.979872 -0.28 0.07 -0.24
H -0.562814 -1.326299 -7.945272 0.13 -0.14 -0.41
C -4.481124 1.413021 4.136168 -0.07 0.52 -0.42
O -3.826504 0.228491 3.823828 0.39 0.12 0.20
C -2.468104 0.205831 4.319808 -0.14 -0.75 -1.45
C -1.785964 -1.034259 3.786428 -2.67 2.31 0.84
O -1.973814 -1.260579 2.360328 1.11 11.28 14.09
C -1.511874 -0.133769 1.561628 -3.01 2.49 4.51
H -5.394814 1.488051 3.546538 -0.39 -0.40 0.26
H -3.929224 2.300891 3.827638 0.07 -0.16 0.30
H -4.671004 1.506321 5.205438 -0.26 0.05 0.24
H -2.487634 0.325991 5.402988 0.07 -0.15 0.40
H -1.861434 1.007271 3.898218 -0.67 -0.06 0.09
H -2.086544 -1.927789 4.333548 -0.45 -0.36 -0.43
H -0.711574 -1.023399 3.969998 -6.46 1.80 -1.74
H -2.159894 0.740271 1.626718 -0.09 0.11 0.33
H -1.468184 -0.403409 0.506408 -2.53 1.93 3.70
H -0.497264 0.132281 1.858018 -2.11 0.53 1.80
C -0.768374 3.265111 5.323588 -0.09 0.65 -0.08
O -1.846384 2.825831 4.503998 0.73 1.66 -0.37
C -2.010664 3.578681 3.271058 1.71 0.14 0.35
C -0.695964 3.629641 2.391338 -0.71 -1.50 0.24
O -0.346074 2.278411 2.188108 0.10 -0.15 0.47
C 0.821816 1.997161 1.419868 0.28 1.68 3.83
H -0.650404 2.672191 6.230568 -0.49 -0.45 -0.27
H -0.941284 4.284011 5.670058 -0.15 0.34 0.03
H 0.208246 3.282971 4.839878 -0.04 -0.28 -0.38
H -2.333854 4.602981 3.456708 0.09 0.31 0.39
H -2.852334 3.114951 2.756618 0.56 -0.23 -0.31
H 0.169606 4.133691 2.821248 -0.17 0.44 0.49
H -0.900854 4.121051 1.440218 -0.30 0.24 -0.23
H 1.742396 2.426911 1.814778 -0.32 0.19 1.10
H 0.756256 2.401981 0.409958 -2.10 -0.36 3.93
H 0.967126 0.918801 1.355658 0.74 2.18 2.36